Record 1
Here is a 2-piece molecular cluster, CH6S3 overall at a distorted geometry from the Open Molecules 2025 dataset. Energies are from ωB97M-V/def2-TZVPD.

Last column: Mulliken charge in e.
Atoms and positions in Å:
S 0.18516 1.56612 -1.97167  -0.7284
S -1.24449 0.18189 -2.36814  -0.3754
H 1.30017 0.83052 -2.22076  0.0702
H -0.71514 -1.04793 -2.01043  0.0828
C 0.12402 -0.68477 1.08910  -0.6617
S 0.33459 1.03602 1.70178  -0.1930
H -0.64328 -0.62064 0.32894  0.1107
H -0.24969 -1.31468 1.88966  0.4222
H 1.07004 -0.95434 0.61604  0.2205
H -0.16137 1.00781 2.94548  0.0521

## Properties
2S+1: 2
Charge: -1

=====

Record 2
Here is an isolated ion of composition C6H14O and charge +1 at a distorted geometry from the Open Molecules 2025 dataset. Energies are from ωB97M-V/def2-TZVPD.

Last column: Mulliken charge in e.
Atoms and positions in Å:
C 0.56341 2.30999 -0.38177  -0.4185
O 1.75141 2.61303 0.30067  -0.1916
C 0.72318 0.93958 -1.05528  -0.3162
C 0.76136 -0.21982 -0.04241  -0.7196
C -0.65494 -0.67847 0.35065  0.6847
C -0.58537 -1.56841 1.57725  -1.4650
C -1.33800 -1.42839 -0.82355  -1.4284
H -0.28119 2.43480 0.29763  0.2879
H 0.48152 3.06993 -1.16396  0.3830
H 1.78596 2.04471 1.10139  0.4474
H -0.14093 0.86610 -1.71969  0.2943
H 1.54142 0.78944 -1.76247  0.3411
H 1.28635 -0.10248 0.90614  0.3927
H 1.35811 -1.02120 -0.49926  0.3929
H -1.29031 0.21092 0.47874  0.1129
H -0.04272 -2.47151 1.30283  0.3327
H -0.02251 -1.00408 2.33951  0.3720
H -1.48179 -1.80756 2.14406  0.3917
H -1.41748 -0.82717 -1.72231  0.3467
H -0.70495 -2.28476 -1.08790  0.3675
H -2.29254 -1.86465 -0.54026  0.3916

## Properties
2S+1: 2
Charge: +1

=====

Record 3
Here is C44H120N8O18 as an isolated structure at a distorted geometry from the Open Molecules 2025 dataset. Energies are from ωB97M-V/def2-TZVPD.

Last column: Mulliken charge in e.
Atoms and positions in Å:
C -22.38927 -21.01784 5.41874  -1.4930
C -22.95166 -19.60624 5.53888  0.4682
C -23.67553 -19.17203 4.27356  -0.8406
O -24.19424 -17.87874 4.38351  -0.3261
C -24.85687 -17.44388 3.22819  -0.3914
N -23.87840 -19.56458 6.67173  -0.6058
H -21.70229 -21.23282 6.23861  0.3873
H -21.85635 -21.23207 4.48569  0.3145
H -23.16735 -21.78120 5.48664  0.3795
H -22.15496 -18.86775 5.66150  0.2615
H -24.47724 -19.89284 4.04519  0.5364
H -23.00227 -19.27119 3.40825  0.2635
H -24.15313 -17.46142 2.38043  -0.0385
H -25.19874 -16.41836 3.32764  0.1765
H -25.65174 -18.10892 2.87338  0.4309
H -23.35781 -19.69677 7.52668  0.2489
H -24.61828 -20.24190 6.56334  0.2604
C -14.13594 -12.80451 1.88849  -1.9594
C -15.46013 -12.86461 2.66044  3.2464
C -15.87643 -14.23100 3.18185  -1.6318
O -16.21818 -15.04474 2.07245  0.3424
C -16.88888 -16.22307 2.44149  -0.7829
N -15.34533 -11.95470 3.81831  -0.6777
H -13.28406 -13.16315 2.46538  0.3173
H -13.87877 -11.76191 1.68622  0.4851
H -14.25467 -13.33610 0.94475  0.2648
H -16.28153 -12.50307 2.03505  -2.2609
H -16.78483 -14.08695 3.78098  0.4339
H -15.13151 -14.66329 3.85657  0.3916
H -17.70717 -16.12920 3.16422  0.9320
H -16.16573 -16.98294 2.74667  0.5312
H -17.41149 -16.61644 1.56631  -0.1184
H -16.24980 -11.85902 4.26884  0.3044
H -15.07141 -11.01445 3.56266  0.4522
C -21.28576 -10.53866 3.65269  -1.4935
C -21.21128 -11.90577 2.97102  0.8098
C -22.59194 -12.54995 2.83734  -0.2267
O -23.00441 -13.04330 4.09430  -0.4190
C -24.35368 -13.42601 4.07852  -0.5570
N -20.58927 -11.75207 1.64203  0.8940
H -20.32660 -10.03335 3.73108  0.0036
H -21.76604 -10.69144 4.61901  0.4924
H -21.90910 -9.91491 3.00698  0.3214
H -20.60089 -12.61084 3.54993  0.4929
H -22.48005 -13.38649 2.13288  -0.3774
H -23.32710 -11.86867 2.39753  0.7387
H -24.69823 -13.77320 5.05248  0.3464
H -24.58530 -14.25464 3.39857  0.0326
H -24.98684 -12.57322 3.81112  0.3401
H -20.55352 -12.68269 1.22149  -0.6681
H -19.61258 -11.50678 1.78345  -0.6866
C -17.46498 -8.90744 -2.92707  -1.1586
C -16.19722 -8.42314 -2.22938  1.4678
C -15.10986 -9.48585 -2.15121  -1.1786
O -15.64264 -10.63175 -1.53898  0.1612
C -14.66926 -11.54097 -1.09888  -0.5988
N -15.61860 -7.26384 -2.90469  -0.8139
H -18.31314 -8.22778 -2.82713  0.3470
H -17.83473 -9.87164 -2.56439  -0.0025
H -17.27883 -9.04900 -3.99650  0.3386
H -16.51140 -8.10406 -1.23295  -0.2202
H -14.17849 -9.14622 -1.68972  0.3787
H -14.83349 -9.66062 -3.20446  0.3338
H -13.92405 -11.77322 -1.85569  0.5360
H -15.10244 -12.42611 -0.62854  -0.5618
H -14.16548 -11.15531 -0.19920  0.4289
H -16.30866 -6.52583 -3.01772  0.2649
H -15.35803 -7.41048 -3.87672  0.2933
C -20.98527 -9.53696 -1.45873  -1.1747
C -22.38034 -10.09147 -1.16178  -0.0832
C -22.66462 -11.45824 -1.78977  0.2381
O -22.41002 -11.31034 -3.20280  -0.3687
C -23.07104 -12.37436 -3.85641  -0.5227
N -22.59970 -10.04922 0.28487  -0.4657
H -20.17781 -10.22956 -1.19870  -0.2314
H -20.71142 -8.59760 -0.97706  0.4486
H -20.92316 -9.32159 -2.52890  0.5411
H -23.02656 -9.39846 -1.71009  0.2412
H -23.67021 -11.85237 -1.60348  0.6038
H -22.04148 -12.28367 -1.41407  -0.2994
H -22.66546 -13.30363 -3.43731  -0.1514
H -22.78998 -12.34532 -4.91174  0.4455
H -24.16356 -12.38009 -3.81757  0.3893
H -21.93118 -10.74605 0.67144  -0.0677
H -23.50196 -10.50660 0.43874  0.4275
C -23.04733 -15.33865 0.46531  -0.5229
C -22.72151 -16.53430 -0.41717  0.3903
C -23.21169 -16.40926 -1.86518  -0.2957
O -24.59730 -16.11397 -1.83299  -0.3091
C -25.08577 -16.03688 -3.15048  -0.7053
N -21.26325 -16.79110 -0.32916  -0.3479
H -22.44839 -15.24327 1.37103  -0.3857
H -24.09140 -15.32070 0.78007  0.6791
H -22.87089 -14.41868 -0.10591  -0.1004
H -23.18950 -17.42081 0.03250  0.2232
H -23.00628 -17.32126 -2.43534  0.4596
H -22.66055 -15.58316 -2.33484  -0.1736
H -25.18868 -17.01559 -3.63035  0.2994
H -24.50918 -15.36998 -3.80180  0.2288
H -26.08258 -15.58923 -3.11383  0.2667
H -21.16057 -17.79673 -0.45819  0.2326
H -21.00165 -16.68834 0.66428  -0.1980
C -19.68413 -18.38469 0.27370  -1.6731
C -20.10348 -18.02572 1.69476  -0.2149
O -20.15796 -19.17671 2.50641  -0.4032
O -18.34105 -18.84224 0.28822  -0.5337
H -19.78902 -17.47273 -0.33350  0.5458
H -20.28526 -19.13313 -0.25152  0.5550
H -21.11387 -17.61857 1.64822  0.6320
H -19.39041 -17.24653 1.97675  0.5657
H -19.32538 -19.64720 2.36607  0.5025
H -18.15784 -19.45310 -0.42618  0.3908
C -19.13343 -9.80843 -8.43299  -0.6748
C -18.29290 -10.83149 -7.68312  0.4421
O -17.23346 -11.30456 -8.45975  -0.5359
O -19.87320 -10.39767 -9.50788  -0.5115
H -18.42529 -9.08409 -8.84376  0.2660
H -19.82893 -9.24512 -7.80402  0.3565
H -18.90482 -11.67621 -7.32411  -0.0066
H -18.02176 -10.41751 -6.70715  0.0628
H -17.58636 -11.69024 -9.26837  0.3136
H -20.72000 -10.61696 -9.10858  0.3095
C -14.45863 -14.01537 -5.77546  -0.5032
C -15.82736 -13.56406 -5.25118  0.4813
O -16.53377 -14.54762 -4.51560  -0.5661
O -13.38741 -13.33851 -5.13060  -0.5555
H -14.48245 -13.67775 -6.81079  0.4429
H -14.38259 -15.10165 -5.71868  0.2064
H -16.50231 -13.14424 -6.01233  -0.1445
H -15.73105 -12.64593 -4.64808  -0.0047
H -17.37000 -14.21963 -4.13207  0.5900
H -13.54198 -13.47866 -4.19037  0.3131
C -14.80283 -15.77932 -1.78312  0.7692
C -14.87799 -16.80032 -0.65981  -0.1772
O -14.32370 -16.26205 0.53973  -0.6442
O -15.17016 -16.33913 -3.02382  -0.6451
H -13.81569 -15.29292 -1.81865  0.3068
H -15.47742 -14.93569 -1.57476  -0.6566
H -14.33723 -17.71818 -0.86581  0.4481
H -15.95533 -16.95678 -0.54585  -0.1953
H -14.90724 -15.54972 0.87344  0.1010
H -15.71586 -15.67668 -3.49315  0.5414
C -19.61136 -12.99255 -4.56383  -0.6833
O -18.85697 -13.59022 -3.51874  -0.6387
C -19.51121 -13.62182 -2.26953  1.4514
C -18.61632 -14.40647 -1.31632  -0.8699
N -19.17827 -14.39656 0.01711  1.2282
C -18.31267 -15.09054 0.96439  -0.4573
C -18.99340 -15.32905 2.31208  0.1212
O -20.03910 -16.26447 2.15058  0.9703
C -20.61052 -16.68612 3.38074  -0.8215
H -20.65443 -13.29346 -4.48040  0.1685
H -19.16126 -13.35802 -5.48700  0.3415
H -19.56200 -11.90020 -4.58037  0.2523
H -20.54058 -14.00052 -2.25984  -0.8733
H -19.58956 -12.58257 -1.92013  -0.3088
H -17.62153 -13.95457 -1.27969  -0.3807
H -18.53123 -15.41708 -1.74338  0.2594
H -20.06568 -14.89050 -0.01186  -0.7778
H -17.37678 -14.53557 1.06914  0.3925
H -17.99642 -16.06748 0.56364  0.1636
H -19.47649 -14.38966 2.61294  -1.3341
H -18.22313 -15.59847 3.04104  -0.2144
H -21.06898 -15.87215 3.94514  0.3389
H -19.80102 -17.12161 3.97950  0.4652
H -21.29846 -17.51556 3.22544  -0.0658
C -18.67765 -8.26979 7.40359  -0.8253
O -19.07969 -8.07614 6.07447  -0.1980
C -18.79004 -6.77197 5.57643  -0.7118
C -19.21314 -6.79860 4.11451  -0.5665
N -18.43071 -7.73560 3.32496  -0.3057
C -18.91956 -7.87035 1.93589  -1.0633
C -17.98524 -8.85916 1.25859  0.1689
O -18.10542 -10.08387 1.97225  -0.1464
C -17.20060 -11.06967 1.56175  -1.0112
H -17.58653 -8.23812 7.47320  0.3255
H -19.00704 -9.25718 7.73534  0.2349
H -19.17594 -7.60583 8.11887  0.2988
H -17.70327 -6.64046 5.60347  0.3491
H -19.28359 -5.99346 6.15932  0.4535
H -19.24241 -5.79556 3.68204  0.4432
H -20.27137 -7.10559 4.06297  0.2824
H -18.62202 -8.64789 3.72460  0.1526
H -18.94089 -6.95282 1.35091  0.5168
H -19.90645 -8.33993 2.02511  0.2226
H -16.96911 -8.45895 1.32039  0.5140
H -18.26422 -9.02455 0.21331  -0.3222
H -17.42344 -12.09590 1.87780  1.1466
H -16.24309 -10.92385 2.07750  0.3345
H -17.05670 -11.17950 0.48338  0.4105

## Properties
2S+1: 1
Charge: 0

=====

Record 4
Here is C5H8O as an isolated structure at a distorted geometry from the Open Molecules 2025 dataset. Energies are from ωB97M-V/def2-TZVPD.

Last column: Mulliken charge in e.
Atoms and positions in Å:
C 1.21316 0.57149 -0.63040  -0.7189
C 0.26021 0.77809 0.52740  0.0143
C -1.19438 0.49747 0.08469  -0.5959
C -1.04496 -1.00796 0.14506  -0.4020
C 0.87764 -0.90881 -0.38045  -0.2219
O 0.64929 -0.50304 1.09430  -0.4686
H 1.00546 1.05478 -1.58656  0.3022
H 2.23833 0.83506 -0.29882  0.2668
H 0.41386 1.59254 1.23008  0.4673
H -1.92891 0.91491 0.78855  0.2807
H -1.44483 0.83672 -0.92434  0.2576
H -1.42027 -1.41783 1.12567  0.2222
H -1.32600 -1.62138 -0.66249  0.3352
H 1.76319 -1.59369 -0.45480  0.2611

## Properties
2S+1: 1
Charge: 0

=====

Let's list ΔE to the lowest compared entry with this formula, charge and spin in order: 116.29; 157.33; 1407.49; 526.56 kJ/mol.